--- w ---
A structure of composition C4H13N2Si, computed with wB97M-V/def2-TZVPD.

Last column: natural (NBO) charge in e.
Geometry (Å):
C -2.062 1.225 0.295  0.3508
C 0.230 -1.229 -1.571  -1.1877
C 0.631 -1.058 1.574  -1.1195
C 2.408 1.031 -0.366  -1.0959
N -0.827 1.281 -0.111  -0.7971
N -2.615 0.007 0.255  -0.7539
Si 0.977 -0.282 -0.140  1.8018
H -2.564 2.121 0.717  0.2271
H 0.792 -2.195 -1.615  0.2677
H -0.887 -1.361 -1.439  0.2596
H 0.399 -0.730 -2.590  0.2865
H 1.552 -1.513 1.811  0.2596
H 0.147 -0.402 2.331  0.2807
H -0.134 -1.756 1.238  0.2355
H 2.690 0.960 -1.384  0.2558
H 2.050 2.075 -0.122  0.2692
H 3.178 0.692 0.344  0.2636
H -0.347 2.157 -0.139  0.3889
H -3.473 -0.200 0.763  0.4129
H -2.145 -0.823 0.150  0.3943

Values from the calculation:
molecular weight: 117.2 g/mol
orbital gap: 10.6867 eV
net charge: +1

=====

--- x ---
A cluster of 2 separate species, C4H13N2Si in total, computed with wB97M-V/def2-TZVPD.

Last column: natural (NBO) charge in e.
Geometry (Å):
C 1.282 -1.953 -0.113  0.4067
C -0.988 -0.125 2.225  -0.8905
C -1.547 0.825 -1.477  -1.1649
C 1.519 1.169 -2.506  -1.1756
N 0.492 -0.959 -0.351  -1.0827
N 1.222 -2.603 1.026  -0.7048
Si 0.242 0.258 -1.463  1.9914
H 2.010 -2.325 -0.839  0.1882
H -1.780 -0.807 2.508  0.2235
H -0.188 -0.180 2.954  0.2137
H -1.384 0.882 2.226  0.2259
H -1.882 1.063 -2.483  0.2754
H -2.215 0.072 -1.066  0.2817
H -1.666 1.727 -0.881  0.2861
H 1.083 2.010 -3.042  0.2810
H 2.326 1.562 -1.887  0.2864
H 1.976 0.513 -3.246  0.2845
H -0.615 -0.369 1.232  0.2171
H 1.816 -3.394 1.233  0.4277
H 0.559 -2.288 1.725  0.4292

Values from the calculation:
molecular weight: 117.2 g/mol
orbital gap: 9.5145 eV
net charge: +1

=====

The structure with the least stability is w.

=====

--- w ---
A structure of composition C11H17N3O2S, computed with wB97M-V/def2-TZVPD.

Last column: natural (NBO) charge in e.
Geometry (Å):
C 0.932 -0.521 3.454  -0.6049
C 0.821 -1.816 2.631  -0.3685
C -0.587 -2.079 1.917  -0.4393
C -0.784 -1.116 0.870  -0.4232
C 0.251 -1.323 -0.377  -0.2472
C -0.635 -0.830 -1.466  0.7982
O -1.836 -0.960 -1.652  -0.5781
O 0.267 -0.212 -2.386  -0.5054
C 1.485 0.024 -1.689  0.1946
C 1.530 1.653 -1.370  -0.5896
H 1.315 2.010 -2.294  0.2621
H 2.496 1.659 -0.861  0.2371
S 0.317 2.245 -0.289  0.2237
C -1.123 2.402 -1.544  0.2930
N -0.671 2.792 -2.812  -0.4940
C -2.061 2.969 -3.153  0.1761
N -2.951 2.857 -2.395  -0.2977
N -2.390 2.406 -1.230  -0.3761
H -2.936 2.062 -0.662  0.3996
H -2.262 3.233 -4.234  0.1908
C 1.512 -0.822 -0.407  -0.5293
H 2.092 -1.613 -0.303  0.2377
H 1.487 -0.216 0.480  0.2279
H 2.073 -0.194 -2.229  0.1162
H 0.201 -2.699 -0.698  0.2193
H -1.881 -1.279 0.547  0.2558
H -0.585 0.011 1.288  0.2215
H -1.353 -2.059 2.731  0.2041
H -0.626 -3.135 1.866  0.2258
H 1.610 -1.971 2.027  0.1802
H 0.967 -2.800 3.395  0.1787
H 2.099 -0.549 3.892  0.2003
H 0.187 -0.457 4.164  0.2106
H 1.037 0.327 2.792  0.2002

Values from the calculation:
molecular weight: 255.3 g/mol
orbital gap: 9.5172 eV
net charge: 0

=====

--- x ---
The molecule C11H17N3O2S, computed with wB97M-V/def2-TZVPD.

Last column: natural (NBO) charge in e.
Geometry (Å):
C -0.896 -3.579 -4.071  -0.6345
C -1.956 -3.425 -2.990  -0.0736
H -2.065 -4.343 -2.407  0.1869
H -2.916 -3.152 -3.439  0.2058
O -1.593 -2.422 -2.040  -0.5424
C -1.878 -1.140 -2.376  0.7941
O -2.431 -0.850 -3.409  -0.6041
C -1.463 -0.159 -1.370  -0.3668
C -1.747 1.187 -1.619  0.1673
N -1.430 2.166 -0.801  -0.5120
C -0.804 1.809 0.318  0.2861
N -0.473 0.582 0.676  -0.5726
C -0.787 -0.421 -0.149  0.4822
N -0.418 -1.644 0.255  -0.7736
H 0.055 -1.730 1.138  0.4050
H -0.633 -2.445 -0.310  0.4243
S -0.408 3.117 1.387  0.3026
C 0.427 2.225 2.745  -0.5174
C 1.859 1.825 2.404  -0.2356
C 2.735 3.057 2.199  -0.6114
H 3.739 2.765 1.904  0.2094
H 2.799 3.632 3.121  0.1968
H 2.318 3.695 1.424  0.2198
C 2.416 0.946 3.522  -0.6007
H 2.435 1.495 4.462  0.2008
H 3.430 0.634 3.287  0.2108
H 1.804 0.057 3.656  0.2038
H 1.836 1.243 1.477  0.2133
H -0.183 1.350 2.960  0.2411
H 0.406 2.912 3.590  0.2220
H -2.258 1.463 -2.531  0.2195
H -0.815 -2.658 -4.642  0.2267
H 0.070 -3.807 -3.627  0.2079
H -1.177 -4.385 -4.743  0.2184

Values from the calculation:
molecular weight: 255.3 g/mol
orbital gap: 9.0163 eV
net charge: 0

=====

The structure with the least stability is w.